1.
Density functional theory data (ωB97M-V/def2-TZVPD) for a 2-piece molecular cluster, C4H7NO3 overall.

Properties
Net charge: 0
HOMO level (alpha / beta) in eV: -9.077 / -10.896
Total energy in eV: -11885.543

XYZ file:
```
15
Properties=species:S:1:pos:R:3:forces:R:3
C 0.247 0.711 -0.787 -0.85 -1.05 0.26
C 0.166 -0.430 0.089 -0.60 0.44 0.89
C -1.057 -1.306 0.082 0.16 0.15 -0.20
C 1.043 -0.495 1.313 0.06 0.03 -0.32
N 0.442 2.069 -0.937 0.44 0.05 0.07
O -0.061 2.787 -0.077 -0.20 0.07 0.17
O 1.081 2.449 -1.905 0.16 0.06 -0.34
O 0.891 -0.364 -1.200 0.66 0.42 -0.81
H -2.432 0.680 -1.686 0.14 0.09 0.00
H -0.782 -2.336 0.293 0.02 -0.11 0.06
H -1.550 -1.255 -0.887 0.01 -0.06 0.04
H -1.753 -0.960 0.844 -0.01 -0.01 0.05
H 1.585 -1.440 1.328 -0.03 -0.09 0.05
H 0.419 -0.430 2.201 -0.02 -0.01 0.06
H 1.761 0.320 1.329 0.05 0.02 0.01
```
Positions in Å, forces in eV/Å.

***

2.
Density functional theory data (ωB97M-V/def2-TZVPD) for a 8-piece molecular cluster, C33H82BF5N5O14P4S overall.

Properties
Net charge: +1
HOMO level in eV: -11.166
Total energy in eV: -133915.384

XYZ file:
```
145
Properties=species:S:1:pos:R:3:forces:R:3
C -3.007 -6.254 3.431 0.48 0.69 -0.49
B -3.465 -4.991 2.486 -0.09 -2.66 -0.10
O -4.295 -5.312 1.372 1.59 0.55 1.55
C -2.905 -3.517 2.872 -1.47 0.57 0.82
C -4.167 -2.496 2.915 0.91 -1.21 -1.24
C -5.383 -3.020 3.794 -0.99 0.74 0.21
C -6.636 -3.555 2.920 -0.66 -0.07 0.92
C -7.199 -2.450 1.912 0.11 0.57 0.65
C -8.610 -2.807 1.281 1.09 -0.92 0.64
F -8.603 -4.216 1.066 -0.75 2.54 0.54
F -9.656 -2.433 2.165 1.89 -1.06 -1.83
C -8.856 -2.140 -0.155 -1.80 0.20 -2.02
F -8.055 -1.032 -0.414 -1.36 -2.05 0.75
F -10.198 -1.737 -0.264 2.85 -0.64 0.30
F -8.654 -3.057 -1.204 -0.05 1.94 2.38
N -3.646 -1.135 3.361 3.15 -0.84 -1.55
P -3.314 -1.089 5.108 -2.19 3.45 3.17
N -4.512 -0.281 5.832 1.89 -0.79 -0.69
C -2.550 -0.701 2.536 0.34 -0.36 -0.34
N -2.170 0.583 2.512 -1.02 -0.74 0.10
P -2.922 1.884 3.456 -0.25 1.96 0.98
S -1.857 2.494 4.964 -0.19 -0.58 -0.54
N -1.790 -1.542 1.578 -3.02 0.71 1.10
C -2.537 -1.366 0.291 -1.29 0.99 -2.08
C -1.601 -0.990 -0.952 2.44 1.03 1.57
N -0.466 -0.418 -0.629 -2.94 -1.24 -1.26
C -1.675 -2.959 2.034 0.91 0.51 0.41
P -0.189 -2.970 3.264 3.11 -4.78 3.14
O -0.138 -4.291 4.047 -1.10 3.79 -2.15
O 1.308 -2.820 2.491 -2.81 1.67 1.24
O -0.280 -1.731 4.414 0.16 -0.37 -2.61
P -1.045 -4.140 0.650 3.91 -3.76 -1.75
O -0.416 -5.409 1.243 -2.97 3.53 -0.98
O 0.261 -3.430 -0.217 -3.15 -0.35 0.58
O -2.190 -4.464 -0.545 1.43 1.42 1.68
H -3.881 -6.918 3.716 1.10 0.70 -0.22
H -2.406 -5.884 4.326 -0.88 -0.76 -1.04
H -2.266 -6.846 2.779 -0.99 0.64 0.96
H -4.272 -6.291 1.283 -0.27 0.85 0.06
H -2.584 -3.602 3.973 -0.21 -0.10 -1.69
H -4.507 -2.393 1.839 0.18 0.18 1.38
H -5.084 -3.778 4.603 -0.25 0.88 -1.43
H -5.834 -2.142 4.388 0.90 -1.03 -0.82
H -7.468 -3.714 3.697 1.19 0.13 -1.09
H -6.456 -4.570 2.457 -0.04 1.42 0.27
H -6.472 -2.206 1.078 -0.93 -0.46 0.85
H -7.322 -1.491 2.532 0.03 -1.22 -1.05
H -3.204 -2.400 5.659 0.23 0.23 -1.13
H -2.128 -0.293 5.337 -0.29 -1.19 -0.74
H -4.077 0.549 6.279 -0.52 -0.55 -0.33
H -1.393 0.874 1.887 -0.43 -0.73 0.45
H -4.235 1.440 3.829 0.70 -0.32 -0.64
H -3.131 2.968 2.524 0.16 -1.20 0.16
H -3.225 -0.448 0.404 0.90 -1.25 -0.29
H -3.271 -2.219 0.057 1.29 0.98 0.44
H -1.890 -1.160 -2.041 -0.10 0.00 1.52
H 0.068 -0.176 -1.480 0.03 0.07 0.35
H 1.621 -1.908 2.686 0.22 -0.76 -0.59
H 0.264 -0.949 4.171 -0.49 -0.39 0.31
H 0.059 -3.489 -1.182 0.32 0.05 0.83
H -2.178 -3.792 -1.259 0.02 -0.54 0.32
C -4.573 2.951 -1.938 -0.09 -0.26 -0.07
C -4.771 3.248 -0.460 0.26 0.52 -0.56
C -4.456 4.700 -0.140 -0.07 0.05 0.26
O -3.922 2.394 0.315 0.13 -0.51 0.44
H -3.534 3.125 -2.235 -0.05 0.15 0.05
H -4.792 1.901 -2.152 -0.09 0.09 0.02
H -5.221 3.576 -2.556 0.07 -0.05 0.03
H -5.802 3.024 -0.176 0.18 -0.16 0.14
H -3.412 4.934 -0.375 -0.06 -0.03 -0.14
H -4.591 4.897 0.927 -0.10 0.01 -0.09
H -5.100 5.377 -0.704 0.07 -0.03 0.05
H -3.007 2.584 0.069 -0.18 0.10 -0.19
C 3.545 2.154 -2.312 -0.01 0.20 0.15
C 2.933 0.786 -2.058 0.55 0.17 -0.53
C 3.709 -0.309 -2.771 -0.05 -0.28 0.10
O 1.576 0.780 -2.511 -0.51 -0.14 0.13
H 3.529 2.396 -3.380 0.05 -0.14 0.00
H 2.971 2.932 -1.803 0.08 -0.08 0.04
H 4.578 2.195 -1.960 -0.09 0.02 0.02
H 2.917 0.585 -0.984 -0.22 0.01 -0.09
H 3.699 -0.151 -3.855 0.07 0.13 0.06
H 3.252 -1.285 -2.589 0.07 0.06 0.06
H 4.747 -0.340 -2.434 -0.07 0.01 -0.05
H 1.577 0.957 -3.460 0.07 0.01 0.13
C -1.186 -6.744 -5.395 0.02 0.18 -0.25
C -0.573 -6.115 -4.155 -0.31 -0.71 0.03
C -0.286 -7.159 -3.088 0.21 0.10 0.19
O -1.468 -5.132 -3.629 -0.01 0.61 0.21
H -2.139 -7.228 -5.157 0.11 -0.07 0.09
H -1.398 -5.982 -6.149 0.09 -0.05 0.04
H -0.517 -7.490 -5.831 -0.07 0.03 0.03
H 0.352 -5.600 -4.424 -0.17 0.16 0.09
H -1.207 -7.656 -2.770 0.01 -0.02 -0.14
H 0.144 -6.691 -2.198 0.04 -0.04 -0.08
H 0.410 -7.916 -3.455 -0.06 0.03 0.04
H -2.290 -5.577 -3.388 0.15 -0.06 -0.09
C -11.482 -0.826 5.928 0.14 0.07 0.25
C -11.626 0.221 4.835 -0.22 -0.65 -0.14
C -12.918 0.033 4.055 -0.14 0.23 -0.11
O -10.516 0.132 3.942 0.29 0.20 -0.07
H -11.454 -1.834 5.501 -0.14 0.06 -0.05
H -10.545 -0.686 6.472 -0.10 0.06 -0.01
H -12.311 -0.772 6.638 0.05 -0.05 -0.04
H -11.607 1.220 5.278 0.18 -0.04 -0.15
H -12.939 -0.945 3.564 0.02 -0.03 0.14
H -13.003 0.785 3.266 0.00 0.00 0.11
H -13.790 0.113 4.710 0.03 -0.03 -0.06
H -10.524 -0.749 3.544 -0.08 0.16 0.08
C 7.956 1.803 1.648 -0.05 -0.26 0.15
C 7.426 1.903 0.226 0.35 0.60 0.29
C 8.269 2.850 -0.613 -0.01 -0.07 -0.24
O 6.076 2.368 0.255 -0.34 -0.25 -0.13
H 7.930 2.778 2.143 0.09 0.02 -0.13
H 7.334 1.128 2.243 0.07 -0.01 -0.08
H 8.984 1.433 1.660 -0.05 0.05 0.03
H 7.418 0.912 -0.234 -0.23 0.08 0.02
H 8.254 3.861 -0.196 0.06 -0.07 0.05
H 7.871 2.922 -1.628 0.07 -0.04 0.06
H 9.306 2.511 -0.668 -0.04 0.06 0.00
H 6.071 3.244 0.660 0.07 -0.10 -0.08
C 11.350 7.328 -2.015 -0.03 0.23 0.21
C 10.734 5.961 -1.763 0.28 0.12 -0.67
C 11.509 4.865 -2.476 -0.05 -0.30 0.11
O 9.380 5.959 -2.217 -0.31 -0.09 0.26
H 11.337 7.570 -3.082 0.11 -0.16 0.01
H 10.777 8.107 -1.506 0.05 -0.10 0.04
H 12.383 7.367 -1.662 -0.05 0.02 -0.08
H 10.715 5.759 -0.688 -0.23 0.01 -0.08
H 11.502 5.023 -3.558 0.13 0.14 0.09
H 11.049 3.889 -2.296 0.03 0.07 0.10
H 12.547 4.831 -2.136 -0.04 0.01 -0.11
H 9.385 6.137 -3.166 0.07 -0.01 0.13
C 13.345 4.894 -7.184 -0.15 -0.28 -0.01
C 12.770 6.022 -6.341 0.70 0.13 -0.31
C 12.983 7.373 -7.006 -0.22 0.21 0.03
O 13.393 6.021 -5.058 -0.23 -0.04 0.23
H 14.424 5.017 -7.316 -0.07 0.13 -0.05
H 13.195 3.931 -6.689 -0.06 0.08 -0.04
H 12.874 4.857 -8.169 0.07 -0.01 0.04
H 11.701 5.854 -6.183 0.10 0.00 0.20
H 14.050 7.581 -7.133 -0.03 -0.13 -0.07
H 12.575 8.175 -6.385 -0.03 -0.08 -0.05
H 12.502 7.411 -7.986 0.06 0.03 0.04
H 14.338 6.168 -5.186 -0.13 -0.01 -0.02
```
Positions in Å, forces in eV/Å.

***

3.
Density functional theory data (ωB97M-V/def2-TZVPD) for one molecule with the formula C8H6O3.

Properties
Net charge: 0
HOMO level in eV: -8.754
Total energy in eV: -14527.291

XYZ file:
```
17
Properties=species:S:1:pos:R:3:forces:R:3
C 1.414 -1.062 -0.594 0.26 0.79 0.84
C 1.469 -2.142 -1.247 0.01 -0.50 -0.28
C 1.403 -0.355 0.771 1.37 -0.54 0.90
C 1.507 0.425 -0.486 0.07 1.82 -1.29
C -0.035 0.203 1.071 1.35 0.91 1.74
C -1.208 -0.542 0.495 1.22 2.79 -0.35
C -1.165 0.152 -0.690 0.21 -1.32 1.25
C 0.018 0.978 -0.268 -0.57 -0.66 -0.51
O -1.885 -1.527 0.980 -1.98 -2.74 0.83
O -1.794 0.089 -1.892 0.24 -0.41 0.08
O -0.157 2.325 -0.487 2.66 0.05 -1.29
H 2.210 -0.586 1.564 -1.43 0.25 -1.61
H 2.299 1.068 -1.021 -1.13 -1.40 1.14
H 0.088 0.764 2.087 -1.00 -0.89 -1.74
H -1.898 -1.763 1.936 0.61 0.97 -1.16
H -1.509 -0.735 -2.317 -0.21 0.15 -0.07
H -0.758 2.708 0.097 -1.67 0.73 1.54
```
Positions in Å, forces in eV/Å.

***

4.
Density functional theory data (ωB97M-V/def2-TZVPD) for one molecule with the formula C4H4N2O.

Properties
Net charge: 0
HOMO level in eV: -9.747
Total energy in eV: -9237.724
Structure (SMILES): C=C(C#N)/C=N/O

XYZ file:
```
11
Properties=species:S:1:pos:R:3:forces:R:3
C -0.884 1.474 -0.011 0.18 -0.60 0.08
C -0.804 0.135 0.004 -0.06 0.28 -0.06
C -1.996 -0.684 0.006 -0.79 -0.35 0.05
N -2.935 -1.360 0.011 0.84 0.59 -0.01
C 0.457 -0.640 -0.007 0.04 0.08 0.03
N 1.568 -0.025 0.040 -0.64 -0.02 -0.06
O 2.624 -0.893 -0.015 0.32 -0.24 0.04
H -1.836 1.980 0.000 -0.07 0.01 -0.02
H 0.027 2.059 -0.018 -0.10 -0.02 -0.02
H 0.392 -1.733 -0.056 0.14 0.29 -0.02
H 3.388 -0.313 0.046 0.14 0.00 0.00
```
Positions in Å, forces in eV/Å.

***

5.
Density functional theory data (ωB97M-V/def2-TZVPD) for C19H18GaNOS as an isolated structure.

Properties
Net charge: 0
HOMO level (alpha / beta) in eV: -7.191 / -6.960
Total energy in eV: -86739.068

XYZ file:
```
41
Properties=species:S:1:pos:R:3:forces:R:3
C 0.747 -2.071 3.260 0.24 -0.75 -0.48
C -0.657 -2.197 3.173 0.37 -0.31 -0.42
C -1.029 -2.323 1.825 1.16 0.15 -0.44
H -1.321 -2.275 4.027 0.05 0.22 -0.17
C 0.186 -2.250 1.020 -0.40 -0.73 1.00
C 1.309 -2.113 1.957 -0.69 -0.41 0.54
H 2.351 -2.253 1.674 -0.28 0.25 0.18
H 1.298 -2.072 4.197 -0.03 0.30 -0.30
H -2.015 -2.530 1.415 0.20 0.29 0.18
H 0.285 -2.591 -0.005 -0.04 0.19 0.20
C -1.232 2.450 1.714 0.27 0.26 0.24
C -1.184 2.024 3.022 -0.34 0.08 -0.07
C 0.244 1.808 3.430 0.54 -0.90 -0.53
H -1.981 1.920 3.762 0.12 0.15 -0.50
C 0.933 1.696 2.043 0.10 -1.62 0.39
C 0.078 2.407 1.140 -0.65 1.28 -0.14
H 0.378 2.794 0.166 -0.27 -0.30 0.30
H -2.125 2.771 1.177 0.30 -0.13 0.21
H 0.645 2.688 3.975 -0.10 -0.32 -0.19
H 2.023 1.712 2.025 -0.19 0.40 -0.12
Ga 0.359 -0.175 1.149 -0.61 0.30 -0.06
O -0.652 0.194 -0.347 0.39 0.45 0.20
C -1.145 -0.675 -1.358 0.03 0.42 0.58
C -0.105 -1.069 -2.326 0.23 -0.71 0.48
H -1.577 -1.593 -0.930 -0.17 0.30 -0.02
H -1.910 -0.088 -1.878 -0.21 -0.34 0.07
H 0.421 -1.998 -2.128 -0.05 -0.06 -0.28
H 1.166 -2.005 -4.458 -0.12 0.28 -0.18
C 0.855 -0.964 -4.576 -0.23 0.28 0.38
C 0.208 -0.337 -3.461 0.44 0.90 -1.27
C -0.134 1.054 -3.581 -0.01 -0.59 -0.07
H -0.566 1.550 -2.707 0.15 -0.08 -0.38
C 0.101 1.732 -4.768 -0.01 -0.13 -0.03
H -0.148 2.793 -4.842 0.06 -0.31 0.00
C 0.640 1.063 -5.879 0.03 -0.11 0.15
H 0.783 1.594 -6.821 -0.04 -0.15 0.29
C 1.015 -0.288 -5.773 -0.01 0.17 0.11
H 1.426 -0.811 -6.636 -0.03 0.19 0.22
S -0.244 -0.432 6.714 -0.24 -0.11 0.47
C 0.098 0.253 5.354 0.98 0.44 -2.14
N 0.477 0.605 4.254 -0.93 0.77 1.63
```
Positions in Å, forces in eV/Å.

***

6.
Density functional theory data (ωB97M-V/def2-TZVPD) for C19H43P3RuS2 as an isolated structure.

Properties
Multiplicity: 6
Net charge: +3
HOMO level (alpha / beta) in eV: -16.492 / -16.882
Total energy in eV: -72486.340

XYZ file:
```
68
Properties=species:S:1:pos:R:3:forces:R:3
Ru -0.296 0.503 -0.335 -0.10 -1.88 -0.41
P 1.388 1.478 0.775 3.94 2.37 2.22
P -1.437 0.590 1.660 -2.09 -0.46 3.15
P -1.244 2.540 -0.745 -1.72 3.37 -0.60
H -1.077 -1.013 -2.779 0.24 0.43 0.51
C -0.789 -0.066 -2.307 -1.00 1.17 -2.35
C 0.555 0.306 -2.412 0.24 -0.07 -1.08
H 1.174 -0.374 -3.043 0.17 0.69 1.22
C 2.603 0.472 1.737 -0.04 -0.62 0.00
C 1.142 2.834 2.032 -0.34 0.09 -0.17
C 2.540 2.286 -0.411 0.00 0.08 -0.25
C -2.778 -0.683 1.510 -0.09 0.22 -0.07
C -0.782 0.230 3.382 0.42 -0.18 -0.03
C -2.355 2.092 2.231 -0.23 0.24 -0.22
C -0.608 3.173 -2.317 -0.15 0.32 -0.42
C -1.215 4.280 0.019 -0.47 -0.13 0.27
C -3.029 2.030 -1.085 0.20 0.39 0.03
H -1.560 0.714 -2.556 0.73 -0.73 0.48
H 0.959 1.337 -2.166 -0.53 -1.25 -0.68
H 2.643 -0.548 1.330 0.27 0.22 0.15
H 2.370 0.434 2.811 -0.09 0.02 -0.38
H 3.595 0.938 1.647 -0.35 -0.18 -0.08
H 0.771 2.463 3.000 0.16 -0.02 -0.40
H 0.426 3.571 1.658 0.22 -0.18 0.15
H 2.090 3.367 2.221 -0.21 -0.42 -0.22
H 2.684 1.670 -1.307 0.02 0.17 0.23
H 3.530 2.421 0.044 -0.35 0.07 0.03
H 2.151 3.272 -0.696 0.11 -0.21 -0.03
H -3.534 -0.474 2.283 0.20 -0.22 -0.19
H -2.374 -1.704 1.640 -0.26 0.49 -0.06
H -3.252 -0.606 0.519 0.11 -0.11 0.37
H -1.224 0.893 4.152 0.08 -0.34 -0.64
H 0.307 0.374 3.442 -0.43 -0.11 0.01
H -1.028 -0.805 3.659 0.08 0.40 -0.04
H -2.903 1.796 3.138 0.06 -0.05 -0.40
H -3.073 2.495 1.504 0.37 -0.10 0.42
H -1.655 2.877 2.552 -0.16 -0.30 -0.22
H -1.303 3.974 -2.582 0.13 -0.14 -0.42
H -0.436 2.482 -3.140 -0.39 0.08 0.05
H 0.339 3.653 -2.095 0.22 0.14 0.01
H -1.732 4.972 -0.673 -0.03 -0.51 0.26
H -0.184 4.669 0.068 -0.32 -0.44 -0.04
H -1.686 4.362 1.014 0.27 -0.08 -0.60
H -3.320 2.706 -1.905 -0.36 -0.22 0.35
H -3.706 2.102 -0.212 0.44 0.30 -0.67
H -3.094 0.990 -1.443 0.13 0.51 0.13
C 1.890 -3.121 -2.542 -0.56 -0.88 0.52
C 0.756 -2.534 -1.944 0.93 -0.67 -0.50
C -0.509 -3.075 -2.052 -0.56 0.02 -0.30
C -0.668 -4.268 -2.765 -0.50 -0.48 0.91
C 0.469 -4.970 -3.187 -0.34 0.15 -0.53
C 1.751 -4.390 -3.131 -0.27 0.06 0.20
S 3.484 -2.318 -2.471 -0.19 0.41 -0.72
H 3.839 -2.621 -1.235 0.05 -0.32 0.57
H 0.962 -1.664 -1.355 -0.05 0.37 0.20
H -1.399 -2.535 -1.657 0.74 -0.70 -0.12
H -1.699 -4.693 -2.822 1.15 0.22 -0.25
H 0.295 -5.954 -3.630 0.38 0.32 0.08
H 2.643 -4.918 -3.498 -0.57 0.26 0.07
C 1.002 -3.808 0.721 -0.32 -0.12 0.19
S 0.301 -2.228 1.236 1.43 -1.70 0.62
C 0.900 -2.393 2.930 0.51 0.19 0.05
H 0.196 -4.378 0.258 0.14 -0.10 -0.30
H 1.784 -3.589 -0.010 -0.10 -0.07 -0.22
H 1.421 -4.312 1.592 -0.22 -0.04 -0.27
H 1.223 -1.420 3.301 -0.30 -0.29 0.12
H 0.025 -2.776 3.465 0.18 -0.01 0.35
H 1.743 -3.112 2.974 -0.64 0.52 -0.01
```
Positions in Å, forces in eV/Å.